{
  "formula": "C5H7NO",
  "method": "the ωB97M-V functional and the def2-TZVPD basis",
  "lumo_ev": 1.02,
  "e_homo_ev": -9.278,
  "e_tot_ev": -8833.1534,
  "e_above_lowest_kcal_mol": 70.3,
  "orbital_gap_ha": 0.3784,
  "species": ["N", "C", "O", "C", "C", "C", "C", "H", "H", "H", "H", "H", "H", "H"],
  "positions_angstrom": [[2.189, 0.231, 0.616], [1.392, -0.149, -0.264], [0.887, -1.351, -0.714], [-0.383, -0.662, -1.036], [-1.191, -0.563, 0.280], [-0.597, 0.852, 0.558], [0.244, 0.706, -0.749], [2.206, -0.233, 1.487], [-0.801, -0.990, -1.988], [-0.825, -1.326, 0.970], [-2.277, -0.634, 0.214], [0.049, 0.913, 1.441], [-1.311, 1.676, 0.624], [0.417, 1.530, -1.439]],
  "atomic_forces_ev_per_a": [[-0.2, 0.5, -0.5], [0.0, 0.9, 0.3], [-0.1, 0.4, 0.3], [-0.2, -0.3, -0.1], [-0.1, -0.1, 0.1], [-0.1, 0.1, 0.1], [0.1, 0.1, -0.2], [1.2, -1.5, 0.6], [0.0, -0.1, 0.2], [-0.3, 0.1, 0.0], [0.1, 0.1, -0.1], [-0.3, 0.1, -0.2], [0.0, -0.2, -0.4], [-0.2, -0.2, 0.0]]
}



{
  "formula": "C33H36BIrN9OSi",
  "method": "the ωB97M-V functional and the def2-TZVPD basis",
  "charge": 2,
  "lumo_ev": [-6.54, -9.07],
  "e_homo_ev": [-13.151, -13.444],
  "e_tot_ev": -61636.4813,
  "e_above_lowest_kcal_mol": 88.6,
  "orbital_gap_ha": [0.2429, 0.1606],
  "s2": 8.8627,
  "spin_multiplicity": 6,
  "species": ["Ir", "C", "C", "C", "C", "N", "N", "B", "N", "C", "C", "C", "C", "N", "N", "C", "C", "C", "C", "N", "N", "C", "C", "C", "C", "N", "H", "H", "H", "H", "H", "H", "H", "H", "H", "H", "H", "H", "H", "H", "H", "H", "H", "H", "H", "H", "O", "N", "C", "C", "C", "C", "C", "H", "H", "H", "H", "H", "C", "C", "C", "C", "C", "C", "Si", "C", "C", "C", "C", "C", "C", "H", "H", "H", "H", "H", "H", "H", "H", "H", "H", "H"],
  "positions_angstrom": [[-0.344, 0.656, 0.174], [-2.599, 1.647, -2.431], [-3.148, 0.759, -1.369], [-4.418, 0.206, -1.245], [-4.380, -0.535, -0.079], [-3.164, -0.428, 0.477], [-2.406, 0.364, -0.322], [-2.509, -1.024, 1.771], [-1.399, -1.994, 1.273], [-1.251, -3.313, 1.519], [-0.421, -3.847, 0.559], [-0.090, -2.777, -0.282], [0.706, -2.812, -1.546], [-0.693, -1.674, 0.160], [-1.981, 0.222, 2.565], [-2.545, 0.734, 3.675], [-2.178, 2.055, 3.803], [-1.373, 2.341, 2.703], [-0.781, 3.665, 2.374], [-1.271, 1.216, 1.954], [-3.427, -1.790, 2.707], [-4.729, -2.215, 2.683], [-4.952, -2.921, 3.820], [-3.706, -2.890, 4.525], [-3.382, -3.512, 5.838], [-2.799, -2.204, 3.842], [-3.405, 2.181, -2.931], [-2.066, 1.062, -3.184], [-1.912, 2.381, -2.004], [-5.253, 0.335, -1.915], [-5.163, -1.120, 0.373], [-1.730, -3.791, 2.359], [-0.114, -4.877, 0.460], [0.345, -3.622, -2.181], [1.766, -2.998, -1.362], [0.596, -1.879, -2.118], [-3.157, 0.129, 4.325], [-2.468, 2.744, 4.581], [-0.308, 4.089, 3.259], [-1.579, 4.350, 2.077], [-0.057, 3.610, 1.575], [-5.413, -1.993, 1.880], [-5.876, -3.376, 4.145], [-4.288, -3.710, 6.407], [-2.717, -2.871, 6.415], [-2.869, -4.465, 5.689], [1.366, 2.940, 0.322], [2.588, 2.768, -0.200], [2.777, 3.362, -1.463], [3.528, 2.871, -2.524], [4.152, 1.651, -2.611], [4.269, 0.712, -1.454], [3.470, 2.065, 0.451], [2.156, 4.236, -1.590], [3.523, 3.500, -3.407], [4.632, 1.378, -3.543], [5.069, -0.001, -1.652], [3.162, 1.725, 1.433], [1.044, 0.909, -6.142], [0.356, 1.794, -5.316], [0.379, 1.615, -3.943], [1.103, 0.557, -3.384], [1.779, -0.335, -4.221], [1.754, -0.153, -5.595], [1.258, 0.326, -1.556], [3.012, -0.109, -1.098], [4.712, 1.555, -0.196], [5.539, 0.745, 0.760], [5.357, -0.567, 1.039], [4.274, -1.409, 0.655], [3.161, -1.108, -0.151], [1.020, 1.051, -7.216], [-0.197, 2.620, -5.748], [-0.139, 2.323, -3.303], [2.336, -1.168, -3.799], [2.297, -0.833, -6.241], [0.891, 0.361, 1.099], [5.318, 2.393, -0.552], [6.345, 1.272, 1.261], [6.062, -1.014, 1.731], [4.243, -2.370, 1.157], [2.309, -1.770, -0.001]],
  "atomic_forces_ev_per_a": [[-2.1, 0.4, -0.7], [0.0, -0.1, 0.1], [-0.2, 0.1, -0.1], [0.1, 0.1, -0.1], [0.0, 0.0, 0.0], [-0.1, -0.1, -0.1], [0.5, 0.1, 0.0], [-0.4, -0.3, 0.5], [0.0, -0.2, 0.0], [0.0, 0.1, 0.1], [0.1, 0.1, -0.2], [0.1, -0.3, -0.1], [0.0, -0.1, 0.2], [0.3, 0.6, 0.4], [0.0, 0.1, 0.1], [0.1, -0.2, 0.0], [0.1, 0.2, -0.2], [-0.1, 0.0, 0.3], [-0.1, -0.1, -0.1], [0.4, -0.1, 0.0], [0.0, 0.4, -0.8], [0.4, 0.2, -0.2], [0.4, -0.2, 0.7], [-0.4, 0.1, -0.3], [0.2, -0.2, 0.0], [-0.5, -0.3, 0.2], [0.0, 0.0, 0.0], [-0.1, 0.0, 0.0], [0.0, 0.0, 0.0], [0.1, 0.0, 0.1], [0.2, 0.1, -0.1], [-0.1, 0.1, -0.1], [0.0, 0.1, 0.0], [0.0, 0.1, -0.1], [-0.2, 0.0, -0.1], [-0.1, -0.2, 0.0], [0.0, 0.0, -0.2], [0.0, -0.1, 0.0], [0.0, 0.0, 0.0], [0.0, 0.0, 0.0], [0.1, 0.0, -0.1], [0.1, -0.1, 0.2], [0.1, 0.0, -0.1], [0.0, 0.0, 0.0], [-0.1, 0.0, 0.0], [-0.1, 0.0, 0.0], [0.4, -0.4, -0.4], [-0.3, -0.1, 0.3], [-0.2, 0.0, -0.1], [-0.1, -0.1, 0.1], [0.0, -0.1, 0.0], [-0.2, 0.1, 0.1], [-0.1, 0.0, 0.0], [0.0, 0.0, 0.1], [0.0, 0.0, 0.0], [-0.1, 0.0, 0.0], [0.0, 0.0, -0.1], [-0.1, 0.1, -0.1], [-0.1, 0.1, 0.0], [0.0, 0.0, -0.1], [0.0, 0.2, 0.0], [-0.4, 0.1, 0.5], [0.2, -0.1, -0.1], [0.0, -0.1, 0.0], [1.3, 0.0, -0.1], [0.0, 0.1, 0.3], [0.0, -0.3, -0.1], [0.1, 0.1, 0.0], [-0.1, -0.1, 0.0], [0.1, 0.0, 0.0], [-0.1, 0.2, 0.0], [0.0, 0.0, 0.1], [0.1, 0.0, 0.0], [0.1, -0.1, -0.1], [0.0, 0.1, -0.1], [-0.1, 0.0, 0.0], [0.5, -0.3, 0.0], [0.0, 0.0, 0.0], [0.0, -0.1, -0.1], [0.0, 0.0, 0.0], [0.0, 0.0, 0.0], [0.2, 0.2, 0.2]]
}



{
  "formula": "C21H26N2O2RuSi",
  "method": "the ωB97M-V functional and the def2-TZVPD basis",
  "lumo_ev": [-0.69, -3.57],
  "e_homo_ev": [-7.040, -6.944],
  "e_tot_ev": -39727.7388,
  "e_above_lowest_kcal_mol": 0.0,
  "orbital_gap_ha": [0.2332, 0.1238],
  "s2": 6.0657,
  "spin_multiplicity": 5,
  "species": ["Ru", "N", "C", "C", "O", "O", "H", "H", "H", "H", "C", "Si", "C", "C", "N", "C", "C", "C", "C", "C", "C", "H", "H", "H", "H", "H", "H", "H", "H", "H", "H", "H", "H", "H", "H", "C", "C", "C", "C", "C", "C", "C", "C", "C", "C", "H", "H", "H", "H", "H", "H", "H", "H"],
  "positions_angstrom": [[0.000, 0.000, 0.000], [2.008, 0.407, -0.472], [2.299, 1.355, 0.606], [1.046, 2.233, 0.894], [1.242, 3.482, 0.819], [-0.008, 1.592, 1.181], [2.627, -0.394, -0.491], [1.986, 0.857, -1.403], [3.163, 1.972, 0.339], [2.542, 0.806, 1.522], [-0.882, -1.869, -4.498], [-0.478, -1.611, -2.703], [1.239, -2.343, -2.376], [-1.681, -2.653, -1.675], [-0.491, -0.010, -2.051], [-0.755, 1.174, -2.629], [-1.103, 1.435, -3.961], [-1.353, 2.735, -4.430], [-1.262, 3.823, -3.571], [-0.920, 3.606, -2.244], [-0.674, 2.304, -1.792], [-0.829, -2.934, -4.748], [-0.173, -1.350, -5.151], [-1.895, -1.533, -4.738], [1.271, -3.390, -2.692], [1.480, -2.296, -1.310], [2.001, -1.789, -2.931], [-1.644, -3.699, -1.993], [-2.705, -2.288, -1.801], [-1.423, -2.604, -0.613], [-1.191, 0.634, -4.681], [-1.618, 2.880, -5.471], [-1.455, 4.826, -3.932], [-0.842, 4.435, -1.551], [-0.407, 2.157, -0.746], [-2.514, -4.805, 1.341], [-2.837, -3.506, 0.955], [-1.824, -2.578, 0.708], [-0.480, -2.944, 0.846], [0.539, -2.018, 0.601], [1.878, -2.376, 0.737], [2.215, -3.671, 1.122], [1.210, -4.609, 1.371], [-0.145, -4.260, 1.238], [-1.176, -5.181, 1.482], [-3.303, -5.527, 1.532], [-3.878, -3.214, 0.845], [-2.090, -1.567, 0.407], [2.652, -1.640, 0.541], [3.259, -3.953, 1.229], [1.490, -5.616, 1.671], [-0.944, -6.199, 1.784], [-1.746, -0.341, 0.420]],
  "atomic_forces_ev_per_a": [[-3.3, -3.4, -0.6], [0.0, 0.4, -0.7], [0.8, 0.6, 0.1], [3.1, 4.1, -0.2], [-1.1, -3.2, 0.4], [-0.7, 0.9, 1.0], [0.1, 0.3, -0.3], [0.2, -0.2, 0.7], [-0.3, 0.1, 0.2], [-0.1, -0.1, -0.1], [-0.3, -0.1, -0.3], [0.8, 0.2, 0.8], [-0.2, 0.0, -0.3], [-0.7, -0.2, -2.1], [0.3, -1.9, 0.0], [-0.3, 2.1, -0.1], [-0.2, 0.3, -0.8], [0.2, -0.5, 0.5], [-0.1, 0.1, -0.2], [0.2, -0.8, 0.2], [-0.1, 1.1, -0.2], [0.0, 0.0, 0.1], [-0.1, 0.0, 0.1], [0.1, 0.0, 0.0], [0.1, 0.0, 0.0], [-0.1, -0.1, -0.8], [0.0, 0.0, -0.1], [0.0, -0.1, 0.1], [0.0, 0.0, 0.0], [0.3, 0.0, -2.3], [0.0, -0.1, 0.1], [0.0, 0.0, 0.1], [0.0, 0.0, 0.0], [0.0, -0.1, 0.0], [-0.4, 0.3, -0.6], [-0.2, 0.4, -0.1], [-0.5, -1.2, 0.6], [-1.7, -0.9, 1.2], [2.3, -0.1, 1.7], [-0.5, 1.9, 0.1], [-0.4, -0.8, 0.7], [-0.1, -0.3, 0.2], [0.8, 0.2, -0.1], [0.0, -0.2, 0.0], [-0.3, -0.3, 0.0], [0.1, 0.1, 0.0], [0.2, 0.0, 0.0], [0.1, -0.1, 0.9], [0.1, -0.5, 0.3], [-0.1, -0.1, 0.0], [-0.2, 0.1, 0.0], [0.1, 0.2, 0.0], [2.1, 1.9, -0.5]]
}



{
  "formula": "C19H28MnN6O2",
  "method": "the ωB97M-V functional and the def2-TZVPD basis",
  "charge": 4,
  "lumo_ev": [-12.26, -16.54],
  "e_homo_ev": [-22.048, -21.829],
  "e_tot_ev": -64463.7477,
  "e_above_lowest_kcal_mol": 54.0,
  "orbital_gap_ha": [0.3598, 0.1945],
  "s2": 3.8051,
  "spin_multiplicity": 4,
  "species": ["N", "C", "C", "H", "H", "H", "N", "C", "C", "H", "H", "H", "N", "C", "C", "H", "H", "H", "Mn", "C", "O", "C", "O", "C", "C", "C", "C", "C", "C", "H", "H", "H", "H", "H", "H", "C", "N", "C", "C", "N", "N", "C", "C", "H", "H", "H", "H", "H", "H", "H", "H", "H", "H", "H", "H", "H"],
  "positions_angstrom": [[-1.264, -0.787, -3.208], [-2.342, -1.208, -3.328], [-3.681, -1.730, -3.518], [-4.184, -1.168, -4.317], [-4.251, -1.629, -2.586], [-3.635, -2.788, -3.806], [-0.811, 0.518, 2.624], [-0.964, -0.169, 3.547], [-1.072, -1.023, 4.685], [-2.129, -1.155, 4.950], [-0.549, -0.572, 5.538], [-0.634, -2.005, 4.462], [1.169, 2.060, 0.629], [2.113, 2.262, -0.028], [3.291, 2.484, -0.792], [4.181, 2.194, -0.215], [3.371, 3.550, -1.050], [3.235, 1.903, -1.722], [-0.853, 1.848, 1.021], [1.488, -0.565, 1.521], [2.113, -1.005, 2.380], [-0.620, -0.737, -0.178], [-0.636, -1.864, -0.419], [-2.584, 1.426, 0.334], [-1.684, 1.934, -0.661], [-1.040, 3.175, -0.419], [-0.982, 3.710, 0.897], [-1.799, 3.135, 1.928], [-2.718, 2.106, 1.562], [-3.136, 0.510, 0.138], [-1.547, 1.393, -1.595], [-0.444, 3.619, -1.214], [-0.356, 4.560, 1.147], [-1.772, 3.552, 2.928], [-3.431, 1.745, 2.298], [1.360, -0.805, -4.780], [2.177, -1.521, -3.823], [2.993, -2.581, -4.378], [2.383, -1.040, -2.561], [1.737, -0.050, -2.025], [3.422, -1.711, -1.865], [3.030, -3.031, -1.376], [4.053, -0.912, -0.824], [1.882, -0.757, -5.743], [1.194, 0.203, -4.398], [0.389, -1.291, -4.921], [3.816, -2.804, -3.698], [2.388, -3.485, -4.543], [3.394, -2.258, -5.348], [0.842, 0.109, -2.508], [3.904, -3.504, -0.910], [2.227, -2.976, -0.620], [2.691, -3.655, -2.207], [3.314, -0.564, -0.088], [4.807, -1.529, -0.324], [4.546, -0.040, -1.266]],
  "atomic_forces_ev_per_a": [[-1.2, -0.4, 0.2], [1.5, 0.6, -0.1], [-0.3, -0.1, -0.1], [0.1, -0.1, 0.2], [0.1, -0.1, -0.3], [0.0, 0.2, 0.1], [-0.3, -0.5, 0.9], [0.5, 1.2, -1.5], [-0.2, -0.5, 0.7], [0.2, 0.0, 0.0], [-0.1, -0.1, -0.2], [-0.1, 0.2, 0.0], [1.7, 0.3, -1.6], [-2.5, -0.5, 2.2], [0.9, 0.4, -0.6], [-0.2, 0.2, -0.1], [0.1, -0.2, 0.1], [0.0, 0.3, 0.3], [10.2, -8.9, 3.9], [2.3, -1.7, 2.7], [-1.8, 1.3, -2.4], [-0.3, -3.5, -0.7], [0.1, 3.5, 0.8], [-2.2, 1.0, -0.2], [-1.5, 1.9, -1.5], [-1.4, 1.6, -1.1], [-1.8, 2.2, -1.3], [-2.6, 1.9, -0.2], [-2.4, 1.1, -0.2], [0.2, 0.1, 0.2], [0.1, 0.2, 0.2], [0.1, -0.2, 0.3], [0.2, -0.3, -0.1], [0.1, -0.3, 0.0], [0.3, -0.2, 0.0], [-0.1, 0.8, 0.0], [0.1, -0.1, -1.0], [0.7, -0.3, 0.0], [-0.4, 0.5, -1.1], [0.5, -1.1, 0.1], [-2.0, 0.9, 3.1], [0.8, -1.5, -0.6], [1.6, 0.2, -0.3], [-0.1, -0.1, 0.2], [-0.2, -0.1, -0.4], [0.0, -0.2, 0.1], [0.0, -0.1, -0.5], [-0.1, 0.1, -0.1], [-0.1, -0.1, 0.2], [0.0, 0.1, -0.2], [-0.2, 0.1, -0.1], [0.1, 0.5, -0.2], [-0.1, 0.0, 0.4], [-0.1, -0.2, -0.3], [-0.2, 0.1, -0.1], [-0.1, -0.1, 0.0]]
}



| no. | largest force on an atom (hartree/bohr) |
| --- | --- |
| 1 | 0.039 |
| 2 | 0.043 |
| 3 | 0.100 |
| 4 | 0.274 |